{"formula": "C9H13BrOSi", "method": "wB97M-V/def2-TZVPD", "symbols": ["C", "C", "C", "C", "C", "C", "C", "C", "C", "O", "Si", "Br", "H", "H", "H", "H", "H", "H", "H", "H", "H", "H", "H", "H", "H"], "coordinates": [[4.1026, -0.9260, -0.3078], [3.9844, 0.4329, 0.0515], [3.0160, -1.7168, -0.3639], [2.7477, 0.9505, 0.3657], [1.6771, -1.1681, -0.0364], [1.5651, 0.1642, 0.3512], [-3.1210, 0.3533, -1.6697], [-3.2444, -0.6819, 0.7741], [-2.5893, 0.3680, -0.1585], [-1.1536, 0.2137, -0.1177], [-0.1137, 0.9584, 0.8536], [-0.0132, 3.1413, 0.5195], [5.0616, -1.2644, -0.5608], [4.8633, 1.1346, 0.0144], [3.1935, -2.8021, -0.4922], [2.7451, 2.0817, 0.4303], [0.8394, -1.9339, 0.0401], [-2.4747, -0.2908, -2.3837], [-4.2258, 0.0301, -1.5751], [-3.0592, 1.4968, -1.8844], [-3.6460, -1.5944, 0.3088], [-4.1508, -0.3627, 1.3068], [-2.4402, -1.0174, 1.4894], [-2.7205, 1.3955, 0.2259], [-0.8435, 1.0375, 2.8189]], "nbo_charge": [-0.198, -0.208, -0.215, -0.201, -0.169, -0.533, -0.638, -0.653, 0.116, -0.948, 1.560, -0.334, 0.210, 0.218, 0.219, 0.228, 0.228, 0.237, 0.217, 0.220, 0.213, 0.223, 0.228, 0.176, -0.198], "multiplicity": 1, "homo_lumo_gap_ha": 0.359, "e_lumo_ev": 0.38, "de_lowest_ev": 2.164, "fmax_ev_per_a": 3.3}

=====

{"formula": "C6H10O", "method": "wB97M-V/def2-TZVPD", "symbols": ["C", "C", "C", "C", "O", "C", "C", "H", "H", "H", "H", "H", "H", "H", "H", "H", "H"], "coordinates": [[-2.1826, -0.0950, -0.9330], [-1.8180, 1.3191, -0.2021], [-0.7026, 1.0583, 0.4553], [0.0496, -0.0425, 0.5822], [-0.0873, -0.9167, 1.6126], [1.1864, -0.4120, -0.3230], [2.5016, -0.0111, 0.3381], [-2.2168, -0.7361, -0.0612], [-1.2823, -0.2015, -1.5256], [-2.9725, -0.5059, -1.5880], [-2.3005, 2.3079, -0.2301], [-0.8543, -0.6393, 2.1354], [1.1568, -1.4956, -0.5057], [1.0628, 0.0893, -1.2904], [3.3613, -0.2841, -0.2774], [2.5907, -0.5056, 1.3099], [2.5077, 1.0709, 0.5029]], "nbo_charge": [-0.644, -0.224, -0.177, 0.363, -0.670, -0.461, -0.596, 0.199, 0.203, 0.218, 0.219, 0.488, 0.224, 0.219, 0.210, 0.214, 0.214], "multiplicity": 1, "homo_lumo_gap_ha": 0.346, "e_lumo_ev": 0.85, "smiles": "CC=C=C(O)CC", "de_lowest_ev": 2.817, "fmax_ev_per_a": 1.6}

=====

{"formula": "C28H27FNO8S2", "method": "wB97M-V/def2-TZVPD", "symbols": ["C", "N", "C", "C", "C", "C", "C", "C", "C", "C", "O", "O", "C", "C", "C", "O", "C", "O", "C", "C", "H", "H", "H", "H", "H", "H", "H", "H", "H", "H", "H", "H", "H", "H", "H", "H", "H", "F", "C", "S", "C", "C", "C", "C", "C", "C", "O", "O", "S", "C", "C", "C", "C", "C", "C", "O", "O", "H", "H", "H", "H", "H", "H", "H", "H", "H", "H"], "coordinates": [[4.2992, -0.7922, 5.4498], [4.4133, -0.4179, 4.0572], [5.7629, -0.1447, 3.6128], [3.2760, -0.1185, 3.2977], [2.7791, 1.2029, 3.2182], [1.6405, 1.4776, 2.4915], [0.9930, 0.4699, 1.7211], [0.0387, 0.8644, 0.7092], [0.2726, 2.0071, 0.0035], [-0.8233, 2.8202, -0.5876], [-1.9808, 2.5309, -0.4306], [-0.4664, 3.9318, -1.3155], [0.7832, 4.5525, -0.9335], [1.1048, 5.6294, -1.9680], [0.7243, 5.1258, 0.4708], [1.8385, 3.5666, -1.0604], [1.6750, 2.3677, -0.4274], [2.6240, 1.6251, -0.3074], [1.3986, -0.8683, 1.9269], [2.5396, -1.1480, 2.6603], [3.2590, -1.0400, 5.6809], [4.9283, -1.6697, 5.6427], [4.6238, 0.0284, 6.1080], [5.7728, 0.0338, 2.5337], [6.1896, 0.7307, 4.1239], [6.3945, -1.0157, 3.8321], [3.3136, 2.0047, 3.7282], [1.2386, 2.4934, 2.4577], [-0.9816, 0.1557, 0.4380], [1.1906, 5.1746, -2.9581], [0.3104, 6.3786, -1.9752], [2.0558, 6.1060, -1.7158], [0.4749, 4.3625, 1.2153], [1.6934, 5.5725, 0.7204], [-0.0363, 5.9137, 0.5024], [0.8476, -1.6634, 1.4283], [2.9192, -2.1684, 2.7335], [-1.0461, -1.9878, 0.2579], [-1.3159, -0.7984, -0.3728], [-0.1952, -0.5816, -1.8218], [-0.6219, -1.5316, -3.2834], [-1.3305, -0.8716, -4.2831], [-1.5691, -1.5124, -5.4942], [-1.1027, -2.8133, -5.7012], [-0.3888, -3.4690, -4.6917], [-0.1281, -2.8229, -3.4802], [-0.4200, 0.7852, -2.2562], [1.1006, -1.0362, -1.3684], [-3.1022, -0.7300, -0.8385], [-4.0410, -2.1316, -0.2030], [-4.0682, -3.3588, -0.8762], [-4.9003, -4.3821, -0.4067], [-5.7401, -4.1699, 0.6919], [-5.7612, -2.9170, 1.3110], [-4.9012, -1.9063, 0.8767], [-3.6341, 0.4161, -0.1516], [-3.1822, -0.8783, -2.2783], [-1.6795, 0.1421, -4.1211], [-2.1173, -0.9741, -6.2650], [-1.2865, -3.3107, -6.6543], [-0.0184, -4.4829, -4.8506], [0.4510, -3.2967, -2.6878], [-3.4534, -3.5053, -1.7623], [-4.8962, -5.3462, -0.9141], [-6.3867, -4.9718, 1.0527], [-6.4464, -2.7072, 2.1331], [-4.9056, -0.9292, 1.3545]], "nbo_charge": [-0.388, -0.493, -0.391, 0.127, -0.236, -0.210, 0.046, -0.119, -0.397, 0.798, -0.560, -0.538, 0.533, -0.624, -0.667, -0.539, 0.780, -0.584, -0.231, -0.212, 0.210, 0.173, 0.159, 0.218, 0.158, 0.173, 0.201, 0.199, 0.291, 0.232, 0.214, 0.214, 0.234, 0.219, 0.219, 0.227, 0.204, -0.362, -0.391, 2.105, -0.322, -0.149, -0.216, -0.208, -0.256, -0.128, -0.951, -0.923, 2.099, -0.223, -0.210, -0.214, -0.207, -0.223, -0.209, -0.912, -0.966, 0.260, 0.209, 0.205, 0.207, 0.227, 0.239, 0.210, 0.209, 0.212, 0.250], "multiplicity": 1, "homo_lumo_gap_ha": 0.233, "e_lumo_ev": 2.63, "de_lowest_ev": 1.814, "total_charge": -1, "fmax_ev_per_a": 4.0}

=====

{"formula": "C16H27FeN2O3PS2Si", "method": "wB97M-V/def2-TZVPD", "symbols": ["Fe", "O", "C", "C", "C", "C", "C", "C", "C", "O", "N", "N", "C", "S", "C", "C", "S", "H", "H", "H", "H", "H", "H", "H", "H", "H", "C", "Si", "C", "C", "H", "H", "H", "H", "H", "H", "H", "H", "H", "C", "P", "C", "C", "O", "H", "H", "H", "H", "H", "H", "H", "H", "H"], "coordinates": [[-0.0265, 0.4243, -0.6042], [-1.2232, -1.8105, 2.7383], [0.0254, -2.0511, 3.2222], [0.1210, -2.6221, 4.4875], [1.3610, -2.8823, 5.0349], [2.5270, -2.5797, 4.3340], [2.4346, -2.0115, 3.0827], [1.1898, -1.7372, 2.5051], [1.1299, -1.0824, 1.1912], [-0.0633, -0.9414, 0.6373], [2.2020, -0.6361, 0.6126], [1.8818, 0.0056, -0.6142], [2.8836, -0.0232, -1.4315], [2.8675, 0.8008, -2.9665], [4.3256, -0.0610, -3.6080], [5.2849, -0.2381, -2.4495], [4.3549, -0.8494, -1.0174], [-1.0949, -1.5311, 1.8094], [-0.7922, -2.8617, 5.0149], [1.4233, -3.3338, 6.0164], [3.4953, -2.7836, 4.7687], [3.3251, -1.7637, 2.5215], [4.7481, 0.5628, -4.3943], [4.0214, -1.0173, -4.0307], [5.7653, 0.7035, -2.1867], [6.0513, -0.9767, -2.6799], [-0.1468, 2.0819, -2.2951], [-0.9972, 0.4212, -2.6904], [-2.7936, 0.7717, -3.0427], [-0.2459, -0.6498, -4.0144], [0.4641, 2.3478, -3.1593], [0.5467, 2.1764, -1.4381], [-0.9208, 2.8302, -2.1315], [-2.8347, 1.2582, -4.0224], [-3.2219, 1.4550, -2.3094], [-3.4144, -0.1227, -3.0933], [-0.0674, -0.0315, -4.8996], [-0.9320, -1.4497, -4.2948], [0.7013, -1.0945, -3.7161], [-3.6364, 2.9318, 0.5931], [-2.7291, 1.4667, 1.0830], [-2.3323, 1.5940, 2.8204], [-3.8263, 0.0700, 0.8718], [-1.4604, 1.3396, 0.2608], [-4.4972, 3.0870, 1.2436], [-3.9850, 2.8177, -0.4334], [-2.9820, 3.8013, 0.6521], [-3.2129, 1.8746, 3.3989], [-1.5536, 2.3435, 2.9603], [-1.9671, 0.6247, 3.1656], [-4.7513, 0.2472, 1.4226], [-3.3618, -0.8373, 1.2598], [-4.0607, -0.0580, -0.1851]], "nbo_charge": [0.917, -0.711, 0.421, -0.299, -0.150, -0.250, -0.123, -0.259, 0.574, -0.759, -0.418, -0.449, -0.043, 0.310, -0.521, -0.551, 0.401, 0.500, 0.229, 0.223, 0.224, 0.233, 0.252, 0.232, 0.234, 0.253, -1.142, 1.455, -1.137, -1.144, 0.277, 0.256, 0.263, 0.259, 0.234, 0.258, 0.256, 0.260, 0.257, -1.010, 1.970, -1.021, -1.017, -1.133, 0.262, 0.255, 0.266, 0.260, 0.267, 0.284, 0.264, 0.274, 0.258], "multiplicity": 2, "homo_lumo_gap_ha": [0.257, 0.285], "e_lumo_ev": [-3.56, -2.80], "total_charge": 1, "fmax_ev_per_a": 0.6}